# 1
{
  "formula": "C6H7N4",
  "method": "ωB97M-V with the def2-TZVPD basis set",
  "species": ["C", "C", "C", "C", "C", "C", "N", "N", "N", "N", "H", "H", "H", "H", "H", "H", "H"],
  "coordinates": [[-1.746335, 1.846213, -1.246337], [1.730437, -0.533229, 1.548344], [1.423729, -0.841593, 0.236292], [0.748726, 0.080463, 2.328279], [-0.602596, 0.097921, 0.541120], [-0.119795, -0.854356, -1.649392], [-1.250345, 2.429441, -2.111408], [-0.406583, 0.402189, 1.758845], [0.218235, -0.533350, -0.287495], [-2.300260, 1.039737, -0.404937], [2.705046, -0.769872, 1.944517], [2.133046, -1.333763, -0.417688], [0.878192, 0.334423, 3.371500], [-1.194061, -1.011686, -1.738136], [0.146162, -0.021517, -2.307888], [0.418976, -1.744973, -1.969344], [-2.782574, 1.413954, 0.403729]],
  "forces_ev_per_angstrom": [[0.6, 1.1, -1.1], [-0.2, 0.0, -0.1], [0.5, -0.1, 0.5], [0.5, -0.3, -0.3], [-3.1, 2.3, -1.1], [-0.4, 0.0, -1.6], [0.3, 0.3, -0.2], [-0.7, 0.1, -0.2], [0.2, 0.1, 0.9], [1.9, -3.6, 2.6], [0.0, 0.0, 0.0], [-0.1, 0.0, 0.0], [0.1, 0.0, 0.0], [0.1, 0.0, 0.1], [0.0, -0.1, 0.2], [-0.1, 0.0, 0.2], [0.2, 0.2, 0.2]],
  "charge": 1,
  "gap_ev": [8.13, 8.12]
}

---

# 2
{
  "formula": "C25H26N3O2Pt",
  "method": "ωB97M-V with the def2-TZVPD basis set",
  "species": ["Pt", "O", "C", "C", "C", "C", "C", "C", "N", "H", "H", "H", "H", "H", "H", "H", "C", "C", "C", "C", "N", "C", "C", "C", "C", "C", "C", "C", "H", "H", "H", "H", "H", "H", "H", "H", "O", "C", "C", "C", "C", "C", "C", "C", "C", "N", "H", "H", "H", "H", "H", "H", "H", "H", "H", "H", "H"],
  "coordinates": [[0.116424, 0.090886, 0.273611], [0.962642, 2.514603, 0.504947], [0.000855, 3.515411, 0.180677], [-1.365996, 2.899970, 0.129055], [-2.448924, 3.761646, 0.125993], [-3.725293, 3.253927, 0.006951], [-3.880381, 1.880879, -0.113609], [-2.766456, 1.080667, -0.094812], [-1.509581, 1.567086, 0.033561], [1.835135, 2.898187, 0.354689], [0.228585, 3.947613, -0.795719], [0.014476, 4.314176, 0.920076], [-2.280437, 4.828388, 0.208486], [-4.581721, 3.914734, -0.000354], [-4.858176, 1.433153, -0.227302], [-2.854423, 0.014570, -0.216104], [0.402561, -0.291555, 4.250600], [-0.396607, -1.367616, 4.599251], [-1.234594, -1.918545, 3.639842], [-1.251541, -1.423128, 2.348986], [-0.426297, -0.399189, 2.013083], [0.368317, 0.164126, 2.954083], [-2.270837, -1.895685, 1.378052], [-3.599933, -1.687372, 1.755093], [-4.652949, -2.045791, 0.931529], [-4.393217, -2.606909, -0.306050], [-3.078056, -2.815802, -0.695534], [-2.027068, -2.478515, 0.148065], [1.041971, 0.199942, 4.970892], [-0.384824, -1.760633, 5.607923], [-1.900651, -2.733824, 3.890859], [0.956760, 1.014692, 2.633313], [-3.803498, -1.216151, 2.709542], [-5.672249, -1.879123, 1.255662], [-5.202118, -2.888294, -0.967547], [-2.879890, -3.251137, -1.671000], [1.727227, 0.301155, -1.304073], [2.470075, -0.849487, -1.803646], [3.440314, -1.428964, -0.775725], [2.788267, -1.725430, 0.600063], [1.613545, -2.592872, 0.362239], [1.783552, -4.072720, 0.327154], [0.771403, -4.919937, 0.036650], [-0.434768, -4.303093, -0.333873], [-0.615230, -2.877712, -0.376759], [0.480881, -2.059727, 0.079428], [2.349866, 1.021072, -1.146350], [3.006863, -0.556584, -2.702446], [1.704508, -1.559268, -2.106231], [4.269114, -0.742281, -0.595874], [3.878659, -2.330811, -1.213842], [2.455229, -0.795130, 1.051654], [3.500785, -2.184913, 1.286080], [2.770652, -4.468320, 0.557057], [0.892904, -5.995444, 0.043477], [-1.287771, -4.904865, -0.642442], [-0.703180, -2.669658, -1.468231]],
  "forces_ev_per_angstrom": [[-0.2, -1.0, -2.6], [0.5, 0.2, 0.0], [0.1, -0.2, 0.0], [0.1, -0.1, 0.0], [-0.2, 0.1, 0.0], [0.0, 0.1, 0.0], [-0.1, -0.1, 0.0], [0.4, -0.1, -0.1], [0.5, 0.6, 0.3], [0.0, 0.1, 0.2], [0.0, 0.0, -0.1], [0.0, 0.0, 0.1], [0.0, 0.0, 0.0], [0.0, 0.0, 0.0], [0.0, 0.0, 0.0], [0.0, -0.1, 0.0], [0.0, 0.0, 0.1], [-0.1, -0.1, 0.0], [0.0, -0.1, 0.3], [0.1, 0.3, -0.2], [-0.7, -0.4, 2.1], [-0.3, 0.0, 0.0], [0.0, 0.1, 0.4], [-0.1, 0.0, 0.1], [-0.1, 0.1, 0.1], [0.1, -0.1, -0.2], [-0.2, 0.0, -0.1], [0.3, -0.2, -0.7], [0.0, 0.0, 0.0], [0.0, 0.0, 0.0], [0.0, 0.0, 0.0], [0.0, 0.0, 0.0], [0.0, 0.0, 0.0], [0.0, 0.0, 0.0], [0.0, 0.0, 0.0], [0.0, 0.0, 0.0], [-0.2, -0.1, -0.2], [0.0, 0.1, 0.2], [-0.1, 0.1, 0.0], [0.3, -0.1, -0.1], [0.3, -1.2, 0.1], [0.7, 1.0, 0.2], [-1.0, 0.1, -0.4], [0.4, -1.0, 0.1], [-0.2, 0.8, 0.5], [0.0, 0.5, 0.1], [-0.2, 0.2, -0.1], [0.0, 0.1, 0.0], [0.0, 0.0, 0.0], [0.0, 0.0, -0.1], [0.0, 0.0, 0.0], [0.0, 0.1, 0.1], [0.1, -0.1, -0.1], [0.0, 0.1, 0.0], [-0.1, 0.0, 0.0], [0.1, 0.0, 0.0], [0.0, 0.0, 0.0]],
  "charge": 3,
  "gap_ev": 5.50
}

---

# 3
{
  "formula": "C28H29BrFN8O3SSr",
  "method": "ωB97M-V with the def2-TZVPD basis set",
  "species": ["Sr", "N", "C", "S", "N", "N", "C", "C", "C", "C", "C", "C", "N", "H", "H", "H", "H", "H", "H", "H", "C", "C", "N", "C", "C", "C", "O", "O", "C", "O", "C", "C", "C", "F", "C", "C", "C", "N", "C", "C", "N", "C", "C", "H", "H", "H", "H", "H", "H", "H", "H", "H", "H", "H", "H", "H", "H", "H", "H", "H", "H", "Br", "C", "C", "C", "C", "N", "C", "H", "H", "H", "H"],
  "coordinates": [[0.214554, 0.537557, -0.645586], [4.083407, -0.387952, 2.080920], [2.781363, -0.341741, 1.636397], [2.035301, 1.210235, 1.621180], [2.297611, -1.518659, 1.299948], [1.033550, -1.462347, 0.794450], [0.414387, -2.573884, 0.701257], [-0.941980, -2.620320, 0.146595], [-1.561150, -3.844399, -0.069829], [-2.830656, -3.867259, -0.621041], [-3.444436, -2.668123, -0.935320], [-2.754772, -1.492274, -0.683809], [-1.539102, -1.456774, -0.151931], [4.373005, 0.399620, 2.634926], [4.384859, -1.298855, 2.392394], [0.887682, -3.499294, 1.026170], [-1.041322, -4.760072, 0.176849], [-3.329941, -4.807868, -0.810961], [-4.430361, -2.634508, -1.375862], [-3.200667, -0.534264, -0.928358], [4.883632, -5.195252, -2.354089], [4.683561, -4.262538, -3.538073], [4.142417, -2.961429, -3.136614], [2.806227, -2.763582, -3.202955], [2.141661, -1.651183, -2.792659], [0.611694, -1.685004, -2.943412], [0.112608, -2.772112, -3.224436], [0.019802, -0.583463, -2.736464], [2.896781, -0.573079, -2.218241], [2.432322, 0.481744, -1.760592], [4.351944, -0.800085, -2.125142], [5.125410, 0.185862, -1.502395], [6.462448, -0.023116, -1.352075], [7.233340, 0.902309, -0.724264], [7.085282, -1.190529, -1.804928], [6.327435, -2.166929, -2.409529], [4.941977, -1.989087, -2.568743], [8.491132, -1.419806, -1.613833], [8.828370, -1.610760, -0.208982], [10.250869, -2.113382, -0.083414], [11.174061, -1.134074, -0.761466], [10.788288, -0.929191, -2.204678], [9.356451, -0.439494, -2.251327], [5.278214, -6.154279, -2.689707], [3.934075, -5.373604, -1.849757], [5.577112, -4.776061, -1.624655], [3.972262, -4.690155, -4.241819], [5.607795, -4.103055, -4.094321], [2.216676, -3.574994, -3.613261], [4.630849, 1.071457, -1.124987], [6.831661, -3.061528, -2.743449], [8.164781, -2.364696, 0.213539], [8.700592, -0.692178, 0.384847], [10.383742, -3.063880, -0.597449], [10.565777, -2.203934, 0.954160], [12.139598, -1.456100, -0.694690], [11.123519, -0.235462, -0.274895], [10.901617, -1.895887, -2.691729], [11.482077, -0.209630, -2.634832], [9.063752, -0.337018, -3.295971], [9.294231, 0.558195, -1.792435], [-3.190852, 5.780034, 1.308441], [-2.602916, 4.015934, 1.602469], [-2.771533, 3.404870, 2.832747], [-2.318464, 2.106091, 2.985295], [-1.718534, 1.475513, 1.909549], [-1.560577, 2.065766, 0.721932], [-1.993660, 3.317445, 0.573778], [-3.243640, 3.935093, 3.648322], [-2.421551, 1.587526, 3.927588], [-1.342925, 0.461960, 1.999263], [-1.860064, 3.780803, -0.396126]],
  "forces_ev_per_angstrom": [[-0.1, 0.2, 0.0], [0.0, -0.1, 0.0], [0.1, 0.0, 0.0], [0.0, 0.1, 0.0], [0.0, 0.0, 0.0], [0.0, -0.1, 0.0], [0.1, 0.0, 0.0], [-0.1, -0.1, -0.1], [0.0, 0.0, 0.0], [0.0, 0.0, 0.0], [0.0, 0.0, 0.0], [-0.1, -0.1, 0.0], [0.0, 0.0, 0.0], [0.0, 0.0, 0.0], [0.0, 0.0, 0.0], [0.0, 0.0, 0.0], [0.0, 0.0, 0.0], [0.0, 0.0, 0.0], [0.0, 0.0, 0.0], [0.0, 0.0, 0.0], [0.0, 0.0, 0.0], [0.0, 0.0, 0.0], [0.0, 0.0, 0.0], [0.0, 0.0, 0.0], [0.0, 0.0, 0.0], [0.1, 0.0, 0.0], [0.0, 0.0, 0.0], [-0.1, 0.0, 0.0], [-0.1, -0.1, 0.0], [0.1, 0.0, 0.0], [0.0, 0.0, 0.1], [0.0, -0.1, 0.0], [0.0, 0.0, 0.0], [0.0, 0.0, 0.0], [0.0, 0.0, -0.1], [-0.1, 0.1, 0.0], [0.1, 0.0, 0.0], [0.0, 0.0, 0.1], [0.0, 0.0, 0.0], [0.0, 0.0, 0.0], [0.0, 0.0, 0.0], [0.0, 0.0, 0.0], [0.0, 0.0, -0.1], [0.0, 0.0, 0.0], [0.0, 0.0, 0.0], [0.0, 0.0, 0.0], [0.0, 0.0, 0.0], [0.0, 0.0, 0.0], [0.0, 0.0, 0.0], [0.0, 0.0, 0.0], [0.0, 0.0, 0.0], [0.0, 0.0, 0.0], [0.0, 0.0, 0.0], [0.0, 0.0, 0.0], [0.0, 0.0, 0.0], [0.0, 0.0, 0.0], [0.0, 0.0, 0.0], [0.0, 0.0, 0.0], [0.0, 0.0, 0.0], [0.0, 0.0, 0.0], [0.0, 0.0, 0.0], [0.0, 0.0, 0.0], [0.0, 0.0, 0.0], [0.0, 0.0, 0.0], [0.0, 0.0, 0.0], [0.0, 0.0, 0.0], [0.0, 0.0, 0.0], [-0.1, 0.0, 0.0], [0.0, 0.0, 0.0], [0.0, 0.0, 0.0], [0.0, 0.0, 0.0], [0.0, 0.0, 0.0]],
  "charge": 1,
  "gap_ev": 5.89
}

---

# 4
{
  "formula": "C5H9NO",
  "method": "ωB97M-V with the def2-TZVPD basis set",
  "species": ["C", "C", "C", "C", "C", "O", "N", "H", "H", "H", "H", "H", "H", "H", "H", "H"],
  "coordinates": [[-1.374397, 0.849431, -1.005694], [-1.476261, 0.029576, 0.302585], [-0.245668, -0.726165, -0.273806], [0.804788, -0.727009, 0.689329], [2.216009, -0.251715, 0.490744], [1.350745, 0.621373, 0.985360], [-0.019169, 0.286099, -1.388224], [-2.237993, 0.677960, -1.706673], [-1.319211, 1.945322, -0.783403], [-2.465451, -0.566648, 0.473433], [-1.516513, 0.645149, 1.278632], [-0.556412, -1.798393, -0.532931], [0.677738, -1.306581, 1.569662], [2.957229, -0.412997, 1.312202], [2.636694, -0.138911, -0.541096], [0.567873, 0.873509, -0.870120]],
  "forces_ev_per_angstrom": [[-1.0, 1.5, 0.2], [-2.9, 0.0, 0.7], [-1.7, -1.0, -0.5], [3.9, 1.0, 1.5], [2.6, -2.3, -0.6], [-3.5, 1.9, 0.6], [-2.7, -2.0, 0.4], [1.2, 0.0, 0.3], [-0.1, -0.8, -0.5], [1.8, 0.6, -0.8], [1.2, -0.9, -1.5], [0.7, 1.5, -0.2], [-0.4, -0.4, 0.7], [-0.1, -0.9, -1.2], [-0.4, 0.1, 0.9], [1.4, 1.5, 0.2]],
  "smiles": "C1C[C@H]([C@H]2CO2)N1",
  "charge": 0,
  "gap_ev": 10.66
}

---

# 5
{
  "formula": "C2H3F3OSi",
  "method": "ωB97M-V with the def2-TZVPD basis set",
  "species": ["F", "C", "C", "F", "F", "H", "O", "Si", "H", "H"],
  "coordinates": [[1.264382, 1.910274, 0.134714], [1.339401, 0.672290, 0.682598], [1.945505, -0.332529, 0.066450], [2.448831, -0.458071, -1.118822], [2.038843, -1.541623, 0.654046], [0.745520, 0.698681, 1.600254], [-1.160389, -0.095005, 0.333343], [-2.450408, -0.272861, -0.375652], [-2.577578, 0.680928, -1.587432], [-3.594104, -1.262084, -0.389501]],
  "forces_ev_per_angstrom": [[0.3, -0.3, -0.6], [-0.1, 0.9, 0.0], [-0.7, -1.0, 1.8], [0.4, 0.9, -1.0], [-0.3, 0.5, 0.2], [0.8, -0.9, -0.3], [1.3, -0.4, 1.8], [-2.0, 0.7, -3.2], [-0.3, -0.7, 0.9], [0.6, 0.3, 0.5]],
  "smiles": "FC=C(F)F.O=[SiH2]",
  "charge": 0,
  "gap_ev": 8.47
}

---

For the records above, the corresponding energy above the lowest of the compared OMol25 structures with the same formula, charge and spin values read 65.7; 31.4; 1.3; 99.3; 29.7 kcal/mol.
For the records above, the corresponding energy values read -451.4697; -1401.2700; -4850.8780; -325.7793; -742.2465 Ha.